Model 1:
A molecular structure, C30H17N3O11V. Source: OMol25; level of theory: ωB97M-V/def2-TZVPD.

Geometry (Å):
1 V 0.71296 -0.64367 -0.03358
2 O 0.80320 -2.65476 3.41540
3 C 0.69062 -1.69425 2.69743
4 O 0.96826 -1.74645 1.40211
5 C 0.23025 -0.36783 3.23264
6 C 0.06184 -0.27933 4.60341
7 C -0.33459 0.92201 5.16672
8 C -0.57431 2.04796 4.40532
9 C -0.42157 1.96144 3.03621
10 C -0.01252 0.75607 2.40544
11 O 0.15727 0.66941 1.12155
12 N -0.70853 3.18654 2.27408
13 O -0.82223 3.11287 1.06855
14 O -0.81112 4.21965 2.90846
15 N -0.50408 1.01066 6.62164
16 O -0.85354 2.07867 7.08631
17 O -0.29113 0.00853 7.27448
18 H 0.24790 -1.15217 5.21128
19 H -0.87772 2.97506 4.86251
20 O 0.29295 1.50181 -6.74558
21 C 0.09638 2.29496 -5.81075
22 O -0.19145 3.50342 -5.79976
23 C 0.22210 1.65758 -4.39618
24 C 0.05898 2.41745 -3.24921
25 C 0.18142 1.82766 -2.00031
26 N 0.44392 0.53302 -1.86565
27 C 0.62340 -0.20694 -2.96553
28 C 0.51850 0.30421 -4.24122
29 C 0.99491 -1.61816 -2.68128
30 O 1.18421 -2.50382 -3.45599
31 O 1.14344 -1.80628 -1.32814
32 H -0.15892 3.47099 -3.36042
33 H 0.07347 2.39137 -1.08424
34 H 0.66855 -0.30951 -5.11886
35 C -3.12662 -4.75783 -0.71571
36 C -1.74163 -4.64704 -0.48378
37 C -1.14094 -3.42409 -0.40179
38 C -1.88861 -2.21889 -0.54244
39 C -1.33359 -0.90087 -0.46139
40 C -2.16053 0.18659 -0.52130
41 C -3.54979 0.05187 -0.71507
42 C -4.10029 -1.18755 -0.84388
43 C -3.29206 -2.34172 -0.74928
44 C -3.87839 -3.62927 -0.84182
45 H -3.58761 -5.73452 -0.78729
46 H -1.14340 -5.54149 -0.36756
47 H -0.08248 -3.37807 -0.21858
48 H -1.75936 1.18527 -0.41584
49 H -4.16510 0.94069 -0.77105
50 H -5.16350 -1.31010 -1.01099
51 H -4.94738 -3.69206 -1.00851
52 C 4.98687 1.63808 -0.35572
53 C 3.92950 2.25312 0.29686
54 C 2.67565 1.65776 0.31546
55 C 2.46392 0.43523 -0.31681
56 C 3.52639 -0.17393 -0.97774
57 C 4.77928 0.42597 -0.99217
58 H 5.96321 2.10440 -0.37488
59 H 4.07144 3.20640 0.79079
60 H 1.85945 2.17168 0.80485
61 H 3.40040 -1.12450 -1.47734
62 H 5.59233 -0.06329 -1.51383

Output
**Net charge**: -1

---

Model 2:
A molecular structure, C30H17N3O11V. Source: OMol25; level of theory: ωB97M-V/def2-TZVPD.

Geometry (Å):
1 V 1.01139 -0.40695 0.42523
2 O 4.41296 -0.38345 -1.65419
3 C 3.51246 0.10959 -1.02936
4 O 2.44571 -0.60560 -0.66290
5 C 3.51891 1.55386 -0.64439
6 C 4.55796 2.33436 -1.11874
7 C 4.60182 3.67883 -0.80473
8 C 3.63455 4.27094 -0.01379
9 C 2.61843 3.48708 0.48050
10 C 2.50908 2.11292 0.16707
11 O 1.50684 1.40210 0.58348
12 N 1.63946 4.14135 1.35817
13 O 1.42125 5.32180 1.15631
14 O 1.13258 3.48194 2.23913
15 N 5.70069 4.50496 -1.31311
16 O 6.54015 3.96362 -2.00349
17 O 5.71162 5.68106 -1.00389
18 H 5.32044 1.87919 -1.73422
19 H 3.67377 5.32337 0.22196
20 O -4.21737 -3.95186 -3.33382
21 C -4.77618 -3.37397 -2.38370
22 O -5.92493 -2.90355 -2.28063
23 C -3.87499 -3.13910 -1.14563
24 C -4.36477 -2.53410 0.00044
25 C -3.49171 -2.20500 1.02957
26 N -2.17734 -2.38863 0.96228
27 C -1.72068 -2.99783 -0.13694
28 C -2.51610 -3.42627 -1.18498
29 C -0.24080 -3.10456 -0.27913
30 O 0.37518 -3.93462 -0.86910
31 O 0.41534 -2.03668 0.30216
32 H -5.41985 -2.29745 0.04609
33 H -3.85884 -1.73102 1.93486
34 H -2.09857 -3.90383 -2.06042
35 C -2.58724 -1.16578 -3.81472
36 C -1.20846 -1.39652 -3.62833
37 C -0.56123 -0.91754 -2.52370
38 C -1.26918 -0.17985 -1.54377
39 C -0.69975 0.25090 -0.31694
40 C -1.39669 0.99119 0.59577
41 C -2.73970 1.34067 0.32466
42 C -3.34627 0.88592 -0.80905
43 C -2.63864 0.11196 -1.76441
44 C -3.28010 -0.41103 -2.91263
45 H -3.10267 -1.62233 -4.64790
46 H -0.66450 -1.99084 -4.35107
47 H 0.49355 -1.12652 -2.38414
48 H -0.93356 1.33582 1.51397
49 H -3.28318 1.94833 1.03654
50 H -4.38892 1.10868 -1.00214
51 H -4.34481 -0.25181 -3.03411
52 C 1.37788 -0.69299 5.15681
53 C 2.39686 -0.08046 4.43917
54 C 2.30810 0.01802 3.05866
55 C 1.20736 -0.52083 2.40227
56 C 0.18827 -1.14953 3.11168
57 C 0.27709 -1.21958 4.49710
58 H 1.44409 -0.75915 6.23554
59 H 3.25422 0.33343 4.95460
60 H 3.09337 0.52153 2.50761
61 H -0.66002 -1.58337 2.59050
62 H -0.51432 -1.70081 5.05797

Output
**Net charge**: -1

---

model 1 has the most favorable energy; the next structure is 0.0113 hartree above.

---

Model 1:
8 unconnected molecules or ions with the total composition H18NO7. Source: OMol25; level of theory: ωB97M-V/def2-TZVPD.

Geometry (Å):
1 N -0.30323 -0.34142 -0.79231
2 H -0.59723 -0.22442 -1.62331
3 H -0.20923 -1.25642 -0.56931
4 H -0.82623 -0.06842 -0.13031
5 H 0.63077 0.14058 -0.60331
6 O 2.69977 1.62758 -0.33831
7 H 2.88677 0.77958 -0.61231
8 H 3.14177 2.11958 -1.07431
9 O -2.96523 1.12358 1.44769
10 H -3.46223 0.98458 2.24369
11 H -2.17523 0.56258 1.60569
12 O 2.92477 -1.02442 -1.18131
13 H 2.72977 -1.67642 -1.82531
14 H 3.85277 -1.38842 -1.10931
15 O -0.54723 -1.05742 1.73669
16 H 0.44077 -1.15042 2.07069
17 H -1.23123 -1.77842 1.85569
18 O 0.74277 -3.74742 0.60169
19 H -0.06523 -4.08842 0.67269
20 H 1.18777 -4.45742 -0.09631
21 O -3.15323 2.51058 -0.75931
22 H -4.02723 2.11758 -0.63131
23 H -2.63523 2.22658 -0.07531
24 O 0.09677 2.47958 -0.02431
25 H -0.17323 3.22258 -0.47031
26 H 1.03677 2.36458 -0.31831

Output
**Net charge**: +1

---

Model 2:
8 unconnected molecules or ions with the total composition H18NO7. Source: OMol25; level of theory: ωB97M-V/def2-TZVPD.

Geometry (Å):
1 N 5.64123 -24.00018 -6.15536
2 H 4.81922 -23.43249 -6.00663
3 H 5.35611 -24.96038 -6.02563
4 H 6.25836 -23.67878 -5.42327
5 H 6.08084 -23.87843 -7.05648
6 O 4.86947 -25.15338 -3.61477
7 H 5.00941 -25.38013 -2.69540
8 H 3.92479 -25.24029 -3.74227
9 O 7.43371 -23.77030 -3.51826
10 H 7.36256 -24.04055 -2.60276
11 H 7.46788 -24.59147 -4.00893
12 O 1.90363 -24.15015 -4.24146
13 H 1.20920 -23.62298 -4.63653
14 H 2.65335 -23.55754 -4.18704
15 O 4.41338 -26.42149 -6.53230
16 H 3.60110 -26.39928 -6.02640
17 H 4.87306 -27.19847 -6.21417
18 O 6.82892 -21.09599 -4.38614
19 H 7.65829 -20.99868 -4.85402
20 H 7.05063 -21.60864 -3.60879
21 O 7.07667 -23.29174 -8.23763
22 H 6.76270 -22.58409 -8.80054
23 H 8.01855 -23.13864 -8.16241
24 O 3.52655 -22.40987 -5.68181
25 H 2.90923 -22.19872 -6.38221
26 H 3.88053 -21.56294 -5.41049

Output
**Net charge**: +1

---

model 2 has the most favorable energy; the next structure is 0.1216 hartree above.

---

Model 1:
A molecular structure, H16NaO8. Source: OMol25; level of theory: ωB97M-V/def2-TZVPD.

Geometry (Å):
1 Na -0.37276 -0.26824 0.01758
2 O -1.42483 1.04803 1.83637
3 H -0.69031 1.01558 2.43936
4 H -2.04089 0.32856 2.05070
5 O -2.36538 -0.13503 -1.30388
6 H -3.12733 -0.65911 -1.51155
7 H -2.07059 0.12796 -2.14965
8 O -0.59927 -2.33167 -0.99184
9 H -1.46758 -2.43458 -0.50675
10 H -0.92863 -2.36428 -1.87795
11 O -0.11770 -1.23418 2.09447
12 H -0.81670 -1.92668 2.21414
13 H 0.64063 -1.73029 2.00427
14 O 2.50493 -1.25049 0.51618
15 H 3.30500 -1.14079 0.00018
16 H 2.21576 -0.33492 0.60599
17 O 1.12676 0.01754 -1.87219
18 H 1.88119 0.58954 -2.08337
19 H 0.91516 -0.58229 -2.61653
20 O 1.54983 1.25753 0.90488
21 H 2.16750 1.41682 1.60910
22 H 1.71241 1.87284 0.22654
23 O -0.91163 2.82019 -0.79177
24 H -0.80082 2.36512 0.08082
25 H -0.28477 3.53284 -0.89510

Output
**Net charge**: +1

---

Model 2:
A molecular structure, H16NaO8. Source: OMol25; level of theory: ωB97M-V/def2-TZVPD.

Geometry (Å):
1 Na 0.05698 0.03985 0.27791
2 O -3.99375 -0.24527 1.44710
3 H -3.84784 0.07599 0.55731
4 H -3.37521 -0.96914 1.54534
5 O 1.83532 1.18378 -2.80101
6 H 2.18931 0.31896 -3.00840
7 H 1.14829 1.32442 -3.45250
8 O -2.32969 2.43983 -1.75843
9 H -3.05489 3.03952 -1.93358
10 H -1.89355 2.33713 -2.60428
11 O 1.93549 -2.71516 -1.08556
12 H 2.32795 -2.36903 -1.88705
13 H 1.86308 -3.65686 -1.24109
14 O -2.06372 -2.04915 -1.55965
15 H -2.34480 -1.62989 -2.37295
16 H -1.97372 -2.97494 -1.78554
17 O 1.12050 3.68728 1.17064
18 H 1.62918 3.96204 1.93353
19 H 0.54904 4.43175 0.98243
20 O -0.13886 -2.34821 2.86215
21 H -0.11029 -2.30532 3.81796
22 H 0.30382 -3.16874 2.64539
23 O 3.17635 0.24873 2.58288
24 H 2.86245 1.05327 2.99567
25 H 4.12856 0.28915 2.67172

Output
**Net charge**: +1

---

model 1 has the most favorable energy; the next structure is 0.0466 hartree above.

---

Model 1:
A gas-phase ion, C4H3O2S (charge -1). Source: OMol25; level of theory: ωB97M-V/def2-TZVPD.

Geometry (Å):
1 O -0.58212 -1.98713 -0.06521
2 C -0.37820 -0.75659 -0.12846
3 C -1.21255 0.51676 0.06309
4 C 0.15435 1.23259 -0.12257
5 O 0.36750 2.42701 -0.08971
6 C 0.80497 0.01988 -0.21500
7 S 2.50706 -0.56151 -0.02205
8 H -2.14780 0.61246 -0.61454
9 H -1.61960 0.36494 0.99021
10 H 2.10639 -1.86842 0.20424

Output
**Structure (SMILES)**: O=C1CC([O-])=C1S
**Net charge**: -1

---

Model 2:
A molecular structure, C4H3O2S. Source: OMol25; level of theory: ωB97M-V/def2-TZVPD.

Geometry (Å):
1 C 2.01121 0.08812 -0.30724
2 C 0.95369 0.31816 0.42054
3 C -2.41915 -0.02728 0.30359
4 C -0.51744 -0.13045 -0.11886
5 O -2.72147 -1.09930 0.73032
6 O -0.34580 -0.93119 -1.01614
7 S -3.05712 1.36818 -0.19500
8 H 3.07260 0.03048 0.08983
9 H 1.83373 -0.00212 -1.36798
10 H 1.18975 0.38539 1.46093

Output
**Net charge**: -1

---

model 1 has the most favorable energy; the next structure is 0.0483 hartree above.

---

Model 1:
C5H7NO4S in the gas phase. Source: OMol25; level of theory: ωB97M-V/def2-TZVPD.

Geometry (Å):
1 C -0.04992 1.68906 0.18909
2 C 0.62703 0.26279 0.15605
3 C 1.84831 0.42143 1.04018
4 N 2.79693 0.36015 1.70537
5 O 3.64330 0.51499 2.53216
6 C -0.36573 -0.88657 0.72939
7 C -1.45716 -1.12687 -0.24916
8 S -0.82721 -0.70247 -1.92878
9 O -0.52894 -1.80373 -2.80918
10 O -1.53850 0.38354 -2.47169
11 O 0.60399 -0.13359 -1.24000
12 H 0.69608 2.45861 0.26024
13 H -0.79184 1.64157 0.96077
14 H -0.56070 1.74482 -0.77972
15 H 0.34415 -1.70034 0.80739
16 H -0.47990 -0.51411 1.83291
17 H -1.72801 -2.13700 -0.46602
18 H -2.23188 -0.47228 -0.26901

Output
**Structure (SMILES)**: C[C@@]1(C#[N+][O-])CCS(=O)(=O)O1

---

Model 2:
2 unconnected molecules or ions with the total composition C5H7NO4S. Source: OMol25; level of theory: ωB97M-V/def2-TZVPD.

Geometry (Å):
1 C -1.98912 -1.86437 -2.32428
2 C -0.76520 -1.21828 -2.28219
3 C -2.35821 -2.07826 -1.00718
4 C -0.41272 -1.07144 -0.90990
5 C 1.51112 0.60601 2.24680
6 N 0.29894 1.60821 0.05833
7 O 1.22885 3.17219 1.64605
8 O 2.84210 1.87013 0.32071
9 O -1.45891 -1.61679 -0.15996
10 O 0.57288 -0.60508 -0.35121
11 S 1.59066 1.91378 1.02303
12 H -2.54950 -2.14924 -3.19181
13 H -0.16243 -0.88712 -3.10193
14 H -3.23088 -2.55477 -0.59551
15 H 1.76024 -0.31703 1.74387
16 H 2.22256 0.83625 3.02755
17 H 0.50049 0.59166 2.62513
18 H 0.50024 1.90107 -0.88862

---

model 2 has the most favorable energy; the next structure is 0.0454 hartree above.

---

Model 1:
C4H8O2S2 in the gas phase. Source: OMol25; level of theory: ωB97M-V/def2-TZVPD.

Geometry (Å):
1 C -2.90197 -0.55094 0.45148
2 C -0.49318 0.74583 0.14351
3 C 0.21510 2.02513 -0.30141
4 C 2.15306 -0.83455 0.04622
5 O 0.09729 -1.55183 -1.23027
6 O -0.02459 -1.74782 1.15198
7 S -2.08344 0.76700 -0.10069
8 S 0.38723 -0.96942 0.02919
9 H -3.85580 -0.71941 -0.02346
10 H -2.52539 -1.46071 0.85447
11 H 0.57235 1.96646 -1.29362
12 H 1.14387 2.26907 0.36950
13 H -0.50643 2.90255 -0.18964
14 H 2.50974 -1.63987 -0.74853
15 H 2.70903 0.06013 -0.11654
16 H 2.60312 -1.26162 0.95780

---

Model 2:
C4H8O2S2 in the gas phase. Source: OMol25; level of theory: ωB97M-V/def2-TZVPD.

Geometry (Å):
1 C -1.29745 -0.33214 3.05180
2 S -1.65741 0.64851 1.57022
3 S -1.23956 -0.69660 0.09370
4 C 0.59469 -0.54104 -0.17242
5 C 0.86787 0.78021 -0.89582
6 C 0.46291 0.66854 -2.36647
7 O -0.53646 0.99535 -2.93800
8 O 1.36759 -0.13531 -3.00428
9 H -0.24794 -0.57911 3.05000
10 H -1.64701 0.22910 3.91852
11 H -1.85866 -1.26950 3.10716
12 H 0.63957 -1.39199 -0.87088
13 H 1.24920 -0.91726 0.60836
14 H 1.92338 1.05819 -0.85407
15 H 0.35998 1.59991 -0.38601
16 H 1.01931 -0.11684 -3.91181

Output
**Structure (SMILES)**: CSSCCC(=O)O

---

model 2 has the most favorable energy; the next structure is 0.1635 hartree above.